{"formula": "C6H12P", "method": "ωB97M-V/def2-TZVPD", "charge": 1, "gap_ev": 10.62, "homo_ev": -14.4088, "lumo_energy_ev": -3.8, "species": ["H", "P", "H", "H", "H", "C", "H", "H", "H", "C", "H", "H", "H", "C", "H", "H", "C", "C", "C"], "positions_angstrom": [[2.515154, -1.627753, 0.311564], [0.559616, 0.128431, 0.201482], [-2.060888, -1.077878, -1.006974], [1.796042, -1.802419, -1.377867], [-0.439238, -0.318621, 2.607603], [-1.878763, -0.171340, 0.956929], [-0.383697, 0.071165, -1.999653], [-0.839432, 1.665105, -1.239070], [1.011867, 2.427710, -0.014139], [-1.958041, -0.180838, -0.530714], [-2.778851, -0.644188, 1.277961], [1.837203, 1.834391, 1.362872], [-2.714749, 0.315874, -1.080456], [-0.622388, 0.508409, -1.106437], [0.864517, -2.445937, 0.148215], [2.573989, 1.580773, -0.146762], [1.604934, -1.747712, -0.255840], [-0.661284, -0.107562, 1.497507], [1.574017, 1.592388, 0.393772]], "forces_ev_per_angstrom": [[0.137, -0.311, 0.159], [0.942, -1.563, -1.051], [0.083, -3.247, -0.365], [-0.489, 0.187, 1.620], [-0.280, 0.458, -2.015], [0.021, -1.733, -1.823], [0.790, -0.835, -2.397], [0.823, -2.386, 0.396], [-0.158, 0.015, -0.035], [2.603, 3.565, -0.942], [-0.497, 0.408, 1.752], [0.276, 0.212, 2.294], [-1.422, 1.139, 0.488], [-2.246, 1.945, 2.456], [0.505, -0.028, -0.242], [-1.331, -0.370, 0.313], [-1.577, 2.827, -0.480], [0.275, -0.256, 2.106], [1.544, -0.027, -2.234]], "lowdin_charge": [0.018, 1.003, 0.089, 0.068, 0.127, -0.109, 0.049, 0.152, 0.058, -0.196, 0.121, 0.026, 0.109, -0.245, 0.033, 0.098, -0.025, -0.183, -0.193]}